{
  "formula": "C26H55NO16P",
  "method": "ωB97M-V/def2-TZVPD",
  "symbols": ["C", "C", "H", "H", "H", "H", "H", "H", "C", "H", "O", "H", "O", "H", "H", "H", "O", "C", "H", "O", "O", "C", "H", "H", "H", "C", "H", "O", "H", "C", "H", "C", "H", "H", "C", "H", "H", "H", "H", "C", "H", "H", "H", "N", "O", "H", "H", "O", "H", "O", "H", "C", "H", "O", "C", "H", "C", "C", "H", "H", "C", "O", "C", "H", "H", "C", "H", "H", "O", "H", "P", "C", "O", "C", "C", "H", "C", "C", "H", "O", "H", "C", "H", "C", "H", "H", "O", "H", "C", "H", "H", "H", "H", "H", "C", "H", "H", "O", "H"],
  "coordinates": [[7.3573, 3.6779, 3.4254], [-2.8255, -4.5244, 1.3760], [6.4429, 3.2640, 3.0197], [-3.0512, -3.5897, 0.8631], [-0.4086, -6.5423, -3.6942], [-3.0407, -5.3508, 0.7042], [4.5908, -0.3853, -1.0229], [-2.7631, 0.1750, -0.2803], [1.9331, -3.7100, -5.5422], [-5.1994, 0.1783, -0.8136], [0.8865, 1.3824, -0.5539], [-3.3953, -1.0855, -3.5560], [-1.3279, -3.2044, -2.2045], [8.1789, 3.2568, 2.8458], [-1.0407, -4.9055, -3.3863], [-8.3980, 3.6526, -1.2334], [-7.3148, 1.0938, -1.7131], [0.5977, -3.1553, -5.9647], [-1.7628, -4.5479, 1.5973], [0.4734, -2.0436, -6.4011], [-4.8561, -5.0268, 2.5046], [-2.1477, -2.3268, -2.2443], [2.7140, 3.3300, 1.5723], [1.9910, -4.7968, -5.5507], [2.8816, 4.3772, 4.9505], [-0.5202, -5.2772, -5.4305], [-1.7524, -4.0337, 5.0946], [4.4339, 0.4022, -3.0794], [3.6468, 1.7430, -4.4004], [-7.7074, 3.1342, -0.5700], [9.8105, 4.2902, 3.3762], [-10.5064, 2.1878, 0.9643], [4.4834, -1.8223, -2.4932], [1.7119, 0.8345, -3.7285], [-2.9937, -2.0921, -3.4725], [8.3483, 3.7431, 5.3563], [2.8708, -1.5735, -1.1708], [6.5878, 3.7392, 5.4268], [3.9542, 2.4022, 0.7469], [-3.1509, -0.4069, -1.1145], [7.4541, 2.2508, 5.0225], [-4.7300, -1.3032, 0.0377], [-2.2596, -1.7856, 4.1862], [1.5841, 0.4207, -0.7488], [-8.6461, 0.9188, 0.0175], [-7.8894, 3.4573, 0.4517], [2.5929, 1.5676, 1.4913], [2.5107, -1.0546, -3.3191], [0.1949, -5.8376, -6.0374], [-2.3312, -1.5783, -1.1435], [-1.7466, -2.2851, 2.5779], [2.6780, 3.8047, 4.0464], [-2.3748, -2.2822, -4.3475], [5.0544, 1.4903, 2.9003], [-3.7206, -4.6430, 2.5852], [-5.0250, -1.3336, -1.6961], [3.7572, 0.6626, -4.2843], [-9.2173, 1.4352, 1.2218], [-1.2267, -4.5997, 3.5241], [-1.5141, -5.6185, -5.7196], [8.3348, 5.9058, 3.1678], [3.7111, 2.8175, 4.0038], [-1.5974, -2.4600, 3.6430], [-11.2191, 1.5439, 0.4498], [-0.5653, -2.2077, 3.8857], [1.2990, 3.1829, 4.1259], [2.6902, -3.3296, -6.2228], [1.9131, -0.2381, -5.0863], [7.2645, 5.0998, 3.2184], [9.9103, 5.6008, 4.5619], [3.6406, -0.7506, -2.0383], [-4.6118, -0.7337, -0.8859], [8.1795, 7.0651, 2.8880], [7.4478, 3.3325, 4.8952], [-0.3102, -5.4832, -3.9456], [-8.4873, 2.0359, 1.7657], [4.0928, 2.2106, 2.8540], [-7.8538, 1.6464, -0.7948], [0.6737, -5.1434, -3.6240], [2.6256, 0.7001, -1.4976], [2.1527, -3.3390, -4.5388], [3.2808, 2.4036, 1.6002], [-10.9478, 2.5154, 1.9058], [2.3666, 0.0621, -4.1416], [1.0755, 2.5868, 3.2418], [1.2337, 2.5261, 4.9937], [-0.5203, -3.8915, -5.7864], [10.4362, 5.8616, 2.8941], [9.7020, 5.3614, 3.5202], [-9.4170, 0.5550, 1.8295], [-2.9943, 0.1896, -2.0136], [4.3166, 0.2327, -5.1181], [-10.3436, 3.0656, 0.3390], [-3.8202, -2.8022, -3.4628], [-1.8926, -3.8959, 4.0238], [0.5386, 3.9594, 4.2163], [2.7724, 4.4938, 3.2072], [-3.2618, -4.2478, 3.7920], [-6.6925, 3.4176, -0.8356]],
  "atomic_forces_ev_per_a": [[0.0, -0.1, 0.2], [0.2, -0.2, 0.1], [0.0, 0.1, -0.1], [0.0, 0.0, 0.0], [0.0, 0.0, 0.0], [-0.2, 0.1, 0.0], [-0.2, 0.0, -0.1], [0.1, 0.0, 0.0], [0.1, -0.2, -0.2], [0.0, 0.0, 0.0], [-0.2, 0.3, 0.3], [-0.1, 0.0, 0.1], [-0.2, 0.0, 0.2], [0.0, 0.0, 0.0], [0.0, -0.1, 0.0], [0.0, 0.0, 0.0], [-0.1, 0.0, 0.0], [0.2, 0.1, 0.3], [0.0, 0.1, 0.0], [-0.1, 0.0, -0.1], [0.0, 0.0, 0.1], [0.1, 0.0, -0.1], [-0.1, -0.1, 0.0], [-0.1, 0.0, 0.1], [0.1, 0.0, 0.0], [0.1, -0.1, 0.2], [-0.1, 0.0, 0.0], [-0.3, -0.2, 0.1], [0.2, 0.2, -0.3], [0.2, 0.0, 0.3], [0.0, 0.0, 0.1], [0.0, 0.0, -0.1], [-0.1, -0.1, 0.1], [-0.2, -0.1, 0.4], [0.1, 0.3, -0.1], [0.0, 0.0, 0.0], [0.0, 0.1, 0.0], [-0.1, 0.0, 0.0], [0.0, -0.2, 0.0], [-0.1, 0.1, 0.0], [-0.1, 0.0, 0.0], [0.0, 0.0, 0.0], [0.0, 0.0, 0.0], [0.5, -0.1, -0.5], [0.0, -0.1, 0.0], [-0.1, 0.0, 0.0], [0.0, 0.0, 0.0], [-0.3, 0.2, 0.4], [0.1, 0.1, 0.0], [0.0, 0.0, 0.2], [0.1, 0.0, 0.0], [-0.1, 0.0, 0.0], [0.0, -0.1, 0.0], [0.0, 0.0, 0.1], [0.0, 0.1, -0.2], [0.0, 0.1, -0.1], [0.1, 0.1, 0.5], [-0.1, 0.1, 0.1], [0.0, 0.0, 0.0], [0.0, 0.0, 0.0], [0.1, 0.0, 0.1], [0.1, 0.1, 0.1], [-0.1, 0.0, -0.1], [0.0, 0.0, 0.0], [0.0, 0.0, 0.0], [0.0, -0.1, 0.0], [0.0, 0.2, 0.1], [0.2, -0.1, -0.2], [-0.1, 0.0, -0.1], [0.0, 0.0, 0.0], [1.3, -0.7, -0.5], [0.1, -0.2, 0.0], [0.0, 0.0, 0.0], [0.1, 0.1, 0.1], [0.0, -0.1, 0.0], [0.0, 0.0, 0.0], [-0.2, -0.2, -0.2], [0.0, 0.1, -0.1], [0.0, 0.0, 0.0], [-0.9, 0.5, 0.6], [0.0, 0.1, 0.0], [0.2, 0.3, 0.0], [0.0, 0.0, 0.0], [-0.2, 0.0, -0.5], [0.0, 0.0, 0.0], [0.0, 0.0, 0.0], [-0.3, 0.0, -0.2], [0.0, 0.1, 0.1], [0.1, -0.2, -0.3], [0.0, -0.1, 0.0], [0.0, 0.0, 0.0], [0.0, 0.0, -0.2], [0.0, 0.0, 0.0], [0.0, 0.0, 0.0], [0.1, 0.1, 0.0], [0.0, 0.0, 0.0], [0.0, 0.0, 0.0], [0.0, -0.1, 0.2], [0.0, 0.0, -0.1]],
  "mulliken_charge": [0.11, -0.55, -0.27, -0.11, 0.40, 0.35, -0.10, 0.40, -0.98, 0.11, -0.46, 0.39, -0.55, 0.32, 0.05, 0.27, -0.56, 0.83, 0.28, -0.59, -0.59, 0.83, 0.40, 0.41, 0.38, -0.51, 0.30, -0.52, 0.29, -1.04, 0.32, -0.95, 0.02, 0.12, -0.95, 0.37, -0.04, 0.25, 0.31, -0.60, 0.33, 0.28, 0.30, 0.22, -0.36, 0.35, 0.28, -0.15, 0.37, -0.43, 0.10, -0.40, 0.12, -0.59, 0.74, 0.28, -0.41, -0.41, 0.39, 0.34, 0.69, -0.36, -0.72, 0.30, 0.34, -0.95, 0.33, 0.35, -0.32, 0.23, -0.06, -0.58, -0.60, -0.92, -0.61, 0.35, 0.75, 0.83, 0.22, -0.25, 0.17, -1.00, 0.35, -0.30, 0.23, 0.30, -0.37, 0.30, -0.87, 0.32, 0.34, 0.29, 0.28, 0.27, -0.44, 0.36, 0.36, -0.38, 0.30],
  "lumo_ev": 1.7927,
  "e_tot_ev": -71391.8060,
  "gap_ev": 7.076,
  "multiplicity": 1,
  "charge": -1
}

=====

{
  "formula": "C26H56BCl26FN2O3S",
  "method": "ωB97M-V/def2-TZVPD",
  "symbols": ["O", "H", "C", "H", "H", "H", "C", "H", "Cl", "C", "C", "Cl", "O", "H", "H", "H", "Cl", "Cl", "H", "Cl", "H", "H", "H", "H", "C", "C", "S", "H", "H", "H", "C", "H", "H", "H", "C", "H", "C", "Cl", "H", "Cl", "Cl", "C", "C", "C", "N", "H", "H", "H", "C", "H", "Cl", "Cl", "Cl", "C", "H", "Cl", "C", "H", "H", "Cl", "Cl", "H", "Cl", "H", "Cl", "C", "Cl", "C", "Cl", "H", "B", "C", "H", "C", "H", "H", "Cl", "H", "H", "F", "H", "H", "C", "H", "H", "Cl", "H", "H", "C", "Cl", "N", "H", "H", "H", "Cl", "H", "H", "H", "Cl", "C", "H", "O", "H", "C", "H", "Cl", "H", "H", "C", "Cl", "Cl", "C", "H", "H", "C", "H"],
  "coordinates": [[-2.4304, -3.1674, -2.9938], [5.9713, -2.7486, -3.1789], [1.8436, -2.3378, 5.9771], [4.6975, 4.8409, 2.7894], [1.9645, -1.0073, -1.8287], [-0.5101, -1.4962, -0.3947], [7.4898, -1.9254, 6.0611], [-3.6889, 0.9275, -3.9218], [5.6728, -0.2564, 7.2630], [-6.6267, 6.7582, -4.5752], [4.9995, 3.7248, 9.3074], [3.8244, 2.9467, 8.2179], [1.3407, -1.3631, -2.5295], [-4.6364, -3.7005, -5.0005], [-6.1472, 6.5152, -5.5281], [-8.5474, 6.9975, -5.5205], [-3.3623, -5.8325, -11.7167], [0.1200, -1.8988, 6.0775], [4.4494, -3.2243, -5.0365], [-2.0240, -8.3661, -13.5844], [1.9560, -3.2970, 6.4912], [-7.1188, -5.0773, -3.7824], [-4.0153, -7.7418, -10.5233], [7.6939, -1.1133, 5.3562], [2.0756, -0.2536, 2.2268], [-6.4574, 3.7574, 0.1368], [-2.1884, -2.1499, -1.8529], [6.1086, -4.4747, -3.5539], [0.3606, 0.4397, 3.3305], [-1.6031, -8.1047, -11.2748], [-2.4706, -8.4236, -11.8608], [4.9948, 4.7922, 9.0673], [4.6999, 5.8127, 4.2709], [6.7307, -2.2033, 8.0813], [-3.9933, 1.4449, -4.8365], [-4.6317, 3.1785, -3.7288], [4.1826, -3.5858, -4.0389], [-5.4011, 3.5398, -5.9139], [-4.3701, 3.8163, 0.6653], [-4.6426, 0.2049, -5.9378], [-1.1441, -5.4251, -5.2650], [-5.1190, -4.4602, -4.3780], [3.5986, 7.8259, 11.7163], [-1.5422, -5.0576, -7.9550], [0.8301, -3.9452, -2.4106], [-6.7045, 2.7877, 0.5798], [0.3575, -1.3089, 3.0449], [8.4068, -2.5101, 6.1809], [0.6046, -0.3392, 2.6019], [-2.6757, -9.4715, -11.6221], [6.2821, -3.0068, 5.3235], [-0.4635, -0.0849, 1.1991], [-7.5256, 4.0117, -1.2660], [-7.9039, 7.5444, -4.8250], [-3.0986, 1.8742, -5.2982], [-5.4408, 7.6860, -3.6238], [6.4017, 3.1625, 9.1358], [0.6364, -4.5284, -1.5413], [2.9666, 4.2302, 5.2739], [4.6768, 6.6346, 12.4846], [3.3718, -5.1561, -4.2599], [-7.6938, 8.5275, -5.2573], [2.7708, 0.2307, 5.7080], [2.6778, 7.8464, 12.3070], [2.5915, -1.6226, 1.2110], [-4.9865, 3.8429, -0.2383], [5.0482, -4.0762, -1.4811], [-5.0215, 2.5154, -4.5069], [6.5287, 1.4833, 9.7155], [2.6919, -0.2802, 3.1304], [0.5119, -2.4833, -2.0111], [3.2794, 7.4656, 10.2741], [-4.5317, -7.8232, -12.2162], [-6.6249, -4.2593, -4.3161], [-0.0027, -4.0407, -6.8015], [2.0950, -2.4857, 4.9223], [-0.4591, -6.3710, -8.4797], [-2.5423, -5.4789, -7.8135], [7.1135, 3.7536, 9.7199], [-2.2503, -0.5783, -2.5663], [2.9041, 6.4411, 10.1883], [6.7195, 3.1852, 8.0886], [3.1083, 4.3631, 4.1968], [-6.8543, -3.3254, -3.7942], [-4.7612, 4.7690, -0.7765], [4.6998, 7.6241, 9.2107], [7.8537, -0.8464, 7.8896], [-4.6936, -4.3961, -3.3720], [-3.6947, -7.5749, -11.5560], [2.6827, 2.8330, 3.3906], [-0.6484, -2.3126, -1.0355], [-5.9566, 2.0777, -4.1438], [-6.8274, 5.8209, -4.0467], [4.0721, 8.8099, 11.7904], [5.7517, 3.7426, 4.5955], [3.4589, -2.8878, -3.6064], [2.4224, -1.0705, 7.6484], [2.5140, 8.1421, 9.8823], [-8.8472, 7.7874, -3.3335], [4.5242, 4.8101, 3.8696], [3.7706, -1.6626, 6.6630], [-3.2851, -2.3213, -0.7302], [4.6405, 3.6056, 10.3343], [5.4318, -3.7004, -3.1797], [-1.6561, -3.4887, -6.4835], [-7.3543, -4.1365, -5.9363], [2.3009, 0.6725, 1.6886], [-6.7015, 4.5362, 0.8654], [-1.0415, -4.3688, -6.6954], [-4.6797, -6.0621, -5.0217], [-4.4706, 2.4739, -1.2541], [2.7406, -1.2955, 6.6256], [-1.5894, -4.3387, -8.7784], [2.3918, 5.1136, 3.8496], [7.0359, -1.3936, 7.4113], [0.0168, -4.2034, -3.0461]],
  "atomic_forces_ev_per_a": [[2.1, 4.4, 3.7], [-0.2, -0.1, 0.0], [0.4, 0.0, 0.1], [-0.1, -0.1, 0.2], [-1.2, -0.5, -1.1], [-0.5, -0.5, -0.5], [0.3, 0.2, 0.2], [-0.1, 0.1, -0.1], [0.2, -0.2, -0.4], [-0.3, -0.2, -0.3], [0.2, 0.2, 0.2], [-0.1, -0.1, 0.0], [-1.0, -2.0, 2.5], [-0.2, -0.2, 0.1], [-0.1, 0.1, 0.2], [0.2, 0.0, 0.1], [0.0, 0.0, 0.0], [-0.1, 0.0, -0.1], [0.1, -0.1, 0.2], [0.0, 0.0, 0.0], [0.0, 0.2, 0.0], [0.2, 0.1, -0.2], [0.1, 0.0, -0.1], [-0.2, -0.2, 0.2], [-0.1, 0.3, 0.2], [0.2, 0.0, 0.2], [-4.6, -4.1, 1.7], [-0.2, 0.1, 0.1], [0.1, -0.1, -0.2], [-0.2, 0.0, -0.2], [-0.1, 0.0, 0.3], [0.1, -0.2, 0.0], [-0.1, -0.2, 0.0], [0.0, 0.1, -0.2], [0.1, 0.2, 0.3], [0.0, -0.2, -0.3], [0.1, 0.2, 0.0], [-0.1, 0.0, -0.2], [-0.2, -0.1, -0.1], [0.0, 0.0, 0.0], [0.1, 0.0, 0.0], [-0.1, 0.3, 0.2], [-0.2, 0.2, -0.1], [-0.2, 0.3, 0.1], [-2.0, 1.7, 1.0], [0.1, 0.2, -0.2], [0.0, 0.2, -0.2], [-0.2, 0.1, 0.1], [0.5, -0.1, 0.5], [-0.1, 0.2, 0.0], [-0.1, 0.0, 0.0], [-0.1, 0.4, 0.1], [0.0, 0.0, -0.1], [0.2, -0.1, -0.3], [-0.3, -0.1, 0.0], [0.0, 0.0, 0.1], [0.0, 0.3, -0.1], [0.2, 0.9, -1.4], [0.1, -0.1, -0.2], [0.0, 0.0, 0.0], [0.1, 0.0, 0.0], [0.0, -0.2, 0.2], [-0.1, 0.0, 0.1], [0.1, -0.1, -0.2], [0.0, -0.1, -0.2], [-0.1, 0.3, 0.2], [0.0, 0.0, 0.1], [0.1, -0.1, 0.3], [0.1, 0.2, 0.4], [-0.2, 0.0, -0.2], [2.3, -0.8, -1.3], [-0.3, 0.0, 0.2], [0.3, 0.1, 0.1], [0.2, 0.0, 0.3], [-0.2, -0.2, 0.0], [0.0, 0.1, 0.2], [0.0, -0.1, 0.0], [0.3, 0.0, 0.1], [-0.2, -0.1, 0.0], [0.4, -2.8, 1.5], [0.2, 0.2, 0.1], [-0.2, -0.1, 0.2], [0.1, 0.4, 0.2], [0.1, -0.1, -0.1], [-0.1, -0.2, 0.0], [0.1, 0.0, 0.0], [-0.1, 0.0, -0.1], [-0.1, 0.0, -0.2], [0.0, -0.3, 0.1], [0.0, 0.0, 0.0], [-1.4, 1.6, -2.3], [0.2, 0.1, -0.1], [0.0, 0.3, -0.1], [0.0, -0.3, -0.1], [0.0, -0.1, 0.0], [0.1, -0.2, 0.0], [0.0, 0.0, -0.3], [0.2, -0.1, 0.1], [0.0, 0.0, 0.0], [-0.2, 0.2, -0.1], [-0.3, 0.0, -0.1], [4.7, 1.9, -4.5], [0.1, -0.1, -0.2], [0.1, 0.1, -0.4], [0.0, -0.2, -0.1], [0.0, 0.0, -0.1], [-0.1, -0.3, 0.0], [0.1, -0.1, -0.2], [0.0, 0.2, -0.2], [-0.1, -0.1, -0.1], [0.0, -0.1, 0.2], [-0.1, -0.5, 0.1], [0.1, -0.1, 0.2], [0.2, -0.1, 0.0], [0.2, -0.1, 0.0], [1.3, 0.0, 0.5]],
  "mulliken_charge": [-0.44, 0.29, -0.48, 0.33, 0.31, -0.10, -0.43, -0.26, -0.07, -0.18, -0.10, -0.11, -0.59, 0.18, 0.23, 0.30, -0.19, -0.20, 0.32, -0.19, 0.41, 0.34, 0.27, 0.30, -0.32, -0.42, 0.93, 0.33, 0.30, 0.19, -0.29, -0.10, 0.29, 0.34, 0.15, 0.13, -0.11, -0.22, 0.31, -0.20, -0.21, -0.12, -0.41, -0.45, -0.43, 0.33, 0.18, 0.34, -0.13, 0.30, -0.19, -0.25, -0.16, -0.46, 0.38, -0.20, -0.40, 0.27, 0.23, -0.17, -0.17, 0.33, -0.08, 0.29, -0.21, -0.54, -0.18, -0.32, -0.20, 0.01, 0.65, -0.43, 0.36, -0.44, 0.38, 0.24, -0.21, 0.26, 0.38, -0.24, 0.29, 0.21, -0.50, 0.31, 0.30, -0.20, 0.34, 0.13, -0.45, -0.07, 0.10, 0.34, 0.16, 0.31, -0.16, -0.01, 0.37, 0.33, -0.19, -0.44, 0.04, -0.54, 0.31, -0.46, 0.25, -0.21, 0.39, 0.31, -0.37, -0.19, -0.11, -0.32, 0.34, 0.31, -0.59, 0.05],
  "lumo_ev": -0.7433,
  "e_tot_ev": -376808.5475,
  "gap_ev": 9.136,
  "multiplicity": 1
}